Entry 1:
Entry from the OMol25 dataset: a molecular structure, C35H32AsBrIrN5O4 (wB97M-V/def2-TZVPD).

Atoms and positions in Å:
Ir (-1.55749, -0.42142, -0.87351)
Br (2.66226, -1.34620, 5.35667)
As (-0.91774, 1.88021, -0.08134)
O (0.17342, -1.14447, -0.13992)
O (-5.11450, -0.35844, 0.96980)
O (-1.42478, -1.17410, 2.08717)
O (-3.75403, -3.03869, 1.22588)
N (-3.15299, 0.50288, -1.82551)
N (2.59719, -1.36385, -1.18195)
N (-1.71826, -2.39576, -1.55283)
N (-3.13396, -1.14240, 0.04601)
N (4.31146, -1.18970, 0.12192)
C (0.50371, -1.25970, 3.51718)
C (3.85233, -1.44937, -3.39287)
C (-3.13853, 1.12687, -3.00531)
C (5.14128, -1.41535, -3.88632)
C (-5.33660, 1.98744, -2.63250)
C (-0.99835, -4.27449, -2.80062)
C (-1.06304, -2.90744, -2.59496)
C (-0.09008, -1.19821, 2.27082)
C (-5.35278, 1.33435, -1.40720)
C (1.53206, 2.28195, 2.53682)
C (-4.23635, -0.31166, 0.15476)
C (4.81681, -1.24961, -1.17560)
C (-4.22165, 1.86643, -3.44759)
C (-1.60652, -5.12530, -1.88805)
C (1.56493, 4.30094, 1.23697)
C (-4.25003, 0.58998, -1.04898)
C (-2.28140, -4.58595, -0.80225)
C (2.09512, -1.24739, 1.25255)
C (0.69880, -1.18312, 1.09332)
C (1.86743, 5.02801, 2.38077)
C (-2.27657, -1.40991, 3.21490)
C (2.68335, -1.29948, 2.52669)
C (1.83920, 3.00591, 3.67788)
C (-3.12845, -2.49748, 0.36191)
C (-1.70963, 2.33872, 1.61576)
C (-2.31741, -3.21421, -0.67714)
C (2.97378, -1.26235, 0.09456)
C (1.02311, 2.13032, 0.08865)
C (1.88978, -1.29717, 3.64326)
C (6.11469, -1.21406, -1.66670)
C (3.71451, -1.36336, -2.01384)
C (6.25290, -1.29903, -3.03755)
C (1.38902, 2.92329, 1.30887)
C (-1.45512, 3.35669, -1.20289)
C (2.00122, 4.38359, 3.60148)
H (-2.53576, 3.48063, -1.15424)
H (-6.18885, 2.57098, -2.95359)
H (-1.56459, -6.19687, -2.02863)
H (-2.02136, -2.35413, 3.69720)
H (1.48180, 4.80911, 0.28247)
H (-1.43829, 1.58363, 2.34788)
H (-0.60188, -2.20178, -3.27484)
H (-4.18163, 2.34222, -4.41694)
H (-2.78770, -5.19544, -0.06630)
H (-2.23834, 1.02174, -3.59583)
H (2.24201, 4.95142, 4.48984)
H (6.97251, -1.12710, -1.01439)
H (1.95824, 2.49586, 4.62517)
H (-0.48154, -4.66071, -3.66748)
H (-2.79213, 2.35261, 1.48838)
H (1.41217, 1.20540, 2.59505)
H (-0.10391, -1.27597, 4.40966)
H (-6.20286, 1.36566, -0.73945)
H (-1.14772, 3.19497, -2.23405)
H (1.49527, 1.14944, 0.07467)
H (-2.20679, -0.59056, 3.93364)
H (4.86372, -1.08657, 0.95711)
H (1.30680, 2.65547, -0.82565)
H (2.99828, -1.53916, -4.05011)
H (1.61199, -1.43121, -1.40425)
H (7.24321, -1.27717, -3.47021)
H (5.30136, -1.48082, -4.95338)
H (3.75491, -1.36135, 2.65100)
H (-0.97848, 4.26095, -0.82482)
H (-3.28572, -1.47339, 2.81786)
H (2.00830, 6.09851, 2.31509)
H (-1.35505, 3.31572, 1.94003)

Summary:
HOMO level (hartree): -0.485
Energy relative to the best compared isomer or geometry (same formula, charge and spin) (kcal per mole): 4.0
LUMO (eV): -6.32
Molar mass (g/mol): 933.715
Frontier orbital gap (eV): 6.8879
Net charge: +2

---

Entry 2:
Entry from the OMol25 dataset: 4 unconnected molecules or ions with the total composition C27H32O12P2S at a distorted geometry (wB97M-V/def2-TZVPD).

Atoms and positions in Å:
S (0.62772, -5.28724, 1.11118)
P (-0.64440, -4.35967, 0.00297)
P (1.50688, -2.95624, -2.22066)
O (0.15018, 4.22908, 2.00941)
O (1.55589, 0.08862, -1.57869)
O (-2.55646, -2.52600, -4.01302)
O (2.31524, -4.12172, -1.42429)
O (-2.11213, -4.63933, 0.63570)
O (3.52077, -2.81510, 0.60483)
O (-1.68246, -2.21234, 1.84200)
O (-3.25104, -4.03232, -2.51151)
O (5.52067, -1.89276, 1.01533)
O (-0.72657, -4.99747, -1.48994)
O (-0.30380, 5.53229, 0.23112)
O (2.66573, -2.01023, -2.89755)
C (4.68049, -2.93868, 0.88452)
C (-1.36569, 1.95694, 4.00034)
C (0.16242, 5.30373, 1.48358)
C (-1.95261, 1.83269, -1.35129)
C (-3.46828, -3.05605, -3.18124)
C (-0.81461, 1.16174, 3.02874)
C (6.69288, -3.77526, 1.79495)
C (-2.72643, 2.19399, 3.95219)
C (0.57979, -1.97427, -0.93053)
C (-0.04735, 6.89570, -0.14906)
C (-2.92352, 0.80191, 2.00082)
C (-3.06388, -1.30663, -4.58838)
C (-4.57532, -1.41579, -4.47166)
C (6.86040, -2.36855, 1.24488)
C (-0.01752, 0.38321, 0.12164)
C (-0.97732, -1.71626, 0.98314)
C (-3.47405, 1.60111, 2.97117)
C (0.72402, 6.58511, 2.06675)
C (-4.73596, -2.23009, -3.19220)
C (-1.56214, 0.59459, 2.01862)
C (-0.26742, -2.56085, -0.05718)
C (5.42061, -4.24007, 1.09436)
C (0.11585, 7.64965, 1.16002)
C (0.75172, -0.46895, -0.85076)
C (-1.04714, 2.50351, -0.65019)
C (0.16667, 1.87852, 0.03269)
C (-0.82217, -0.21566, 1.00827)
H (1.81221, 6.55751, 1.99289)
H (-4.54477, 1.78933, 2.98184)
H (-1.16061, 3.57980, -0.58527)
H (0.36114, 2.34248, 1.00699)
H (5.62703, -4.68786, 0.12078)
H (-5.07602, -0.44983, -4.44873)
H (-3.15345, 2.84666, 4.70685)
H (-4.75199, -1.59776, -2.30266)
H (-0.88032, 7.26772, -0.74140)
H (0.85791, 6.92041, -0.75956)
H (7.55623, -4.41318, 1.61573)
H (2.47544, -3.79714, -0.51139)
H (3.27402, -1.68682, -2.21476)
H (7.40003, -2.35379, 0.29561)
H (-0.86297, 7.94227, 1.54385)
H (-2.73053, -1.22831, -5.62013)
H (-0.69450, 2.38183, 4.73757)
H (-2.66057, -0.46353, -4.02338)
H (1.01224, 2.14029, -0.61246)
H (-4.97300, -1.97969, -5.31707)
H (0.25785, 0.98240, 3.04829)
H (-2.57651, 2.39482, -2.04519)
H (0.72067, 8.54963, 1.06504)
H (7.36351, -1.70547, 1.94485)
H (-3.54292, 0.34397, 1.23779)
H (0.41750, 6.70545, 3.10200)
H (6.52405, -3.73430, 2.87233)
H (-2.12786, 0.76174, -1.28751)
H (-2.74173, -4.28239, -0.01772)
H (-5.61514, -2.86806, -3.21854)
H (4.83903, -4.92235, 1.70830)
H (-1.30564, -4.41069, -2.01598)

Summary:
HOMO level (hartree): -0.283
LUMO (eV): -1.03
Molar mass (g/mol): 642.556
SMILES: C=CCC1=C(c2ccccc2)C(=O)C(P(O)(O)=S)=C(P(O)O)C1=O.O=C1CCCO1.O=C1CCCO1.O=C1CCCO1
Frontier orbital gap (eV): 6.6762
Net charge: 0

---

Entry 3:
Entry from the OMol25 dataset: 2 unconnected molecules or ions with the total composition C7H10N3O at a distorted geometry (wB97M-V/def2-TZVPD).

Atoms and positions in Å:
O (2.22860, 0.24587, -1.65434)
N (3.50702, 0.43730, 0.95804)
N (2.22769, 0.22888, 0.66982)
N (-0.25783, 0.35510, -0.38766)
C (-1.00811, -0.71835, -0.25046)
C (-0.69678, 1.60121, -0.46344)
C (-0.39936, -2.10981, -0.02100)
C (-2.86600, 0.69927, -0.47384)
C (1.84850, 0.20638, -0.55971)
C (-2.35568, -0.58022, -0.35126)
C (-2.05561, 1.78934, -0.50063)
H (1.59942, -0.07372, 1.46256)
H (-0.45641, -2.29473, 1.06380)
H (-4.00047, 0.87356, -0.71407)
H (-2.41843, 2.74092, -0.70333)
H (-0.02167, 2.37375, -0.76081)
H (3.83960, 1.35764, 0.83750)
H (-2.96699, -1.48763, -0.43805)
H (0.58493, -2.33383, -0.37119)
H (-1.00862, -2.86375, -0.49150)
H (4.06948, -0.23388, 0.40777)

Summary:
HOMO level (hartree): -0.513
Energy relative to the best compared isomer or geometry (same formula, charge and spin) (kcal per mole): 59.1
LUMO (eV): -3.77
Molar mass (g/mol): 152.177
Frontier orbital gap (eV): 10.1933
Net charge: +1

---

Entry 4:
Entry from the OMol25 dataset: a molecular structure, C39H34ClHgN3SSi2 at a distorted geometry (wB97M-V/def2-TZVPD).

Atoms and positions in Å:
Hg (-1.42625, -1.70250, 1.26790)
Cl (-0.52255, -3.07638, -3.18857)
S (-5.92853, -0.16385, -0.50755)
Si (0.80344, -0.78166, -0.51153)
Si (0.94557, -1.65315, -2.94139)
N (-2.71666, -1.42723, 3.03170)
N (-3.69922, -1.08657, 0.42244)
N (-4.64197, -0.91175, 4.00599)
C (4.43786, -1.83403, 1.16837)
C (-2.56896, 2.43827, 1.61060)
C (-5.83542, -0.49754, 1.18206)
C (0.74485, 1.53430, -6.31002)
C (0.58351, 2.94020, -2.14351)
C (3.19709, -1.90965, 0.53260)
C (-2.31834, 2.26053, 3.89562)
C (-4.02850, -1.16878, 2.81756)
C (-4.57142, -0.95948, 1.49529)
C (-2.46446, -1.24709, 4.39222)
C (-4.27877, -0.68973, -0.69673)
C (5.66359, -2.00362, -2.64301)
C (-0.41410, 1.20855, -5.58346)
C (5.04299, -0.75285, -2.52355)
C (-0.39540, 0.17361, -4.65673)
C (-1.17856, 2.47745, 1.90681)
C (-1.25399, -1.01487, 5.06583)
C (-3.27836, 2.29532, 2.83860)
C (-3.77344, -0.49591, 6.33126)
C (4.89960, -3.13200, -2.96341)
C (4.82424, -0.66694, 1.83708)
C (0.07964, 0.82434, -1.09996)
C (-1.29863, 1.07334, -1.24604)
C (0.80109, -0.50337, -4.39751)
C (-2.55693, -0.28781, 7.00943)
C (-1.01985, 2.35678, 3.31660)
C (3.96352, 0.43580, 1.84020)
C (3.50780, -3.04136, -3.13280)
C (-1.31690, -0.52044, 6.37856)
C (2.72913, 0.38616, 1.17934)
C (1.89440, 0.75230, -6.17039)
C (2.88555, -1.79546, -2.98300)
C (-3.68643, -0.95883, 5.02536)
C (3.66424, -0.63725, -2.73046)
C (-1.72400, 2.21944, -1.90335)
C (1.90040, -0.28327, -5.24430)
C (-0.77772, 3.15479, -2.34566)
C (2.35202, -0.77998, 0.50544)
C (1.02195, 1.78604, -1.50284)
H (-3.78006, -0.70017, -1.66212)
H (-1.28646, -0.08561, -4.09610)
H (2.89904, -3.92590, -3.33224)
H (5.62259, 0.13809, -2.26184)
H (3.20471, 0.35931, -2.64521)
H (6.74271, -2.08554, -2.48370)
H (2.78803, 0.94154, -6.77269)
H (-0.08315, 2.31990, 3.86481)
H (-4.36852, 2.25784, 2.93528)
H (5.11524, -2.69106, 1.14936)
H (2.05898, 1.25265, 1.19912)
H (-3.01497, 2.53862, 0.62104)
H (-1.11841, 4.06306, -2.84315)
H (1.33030, 3.66986, -2.46249)
H (2.90080, -2.84205, 0.03808)
H (-2.79192, 2.38030, -2.04705)
H (5.37507, -4.10840, -3.06700)
H (-6.63703, -0.36447, 1.91316)
H (-4.76749, -0.33066, 6.76491)
H (-0.07480, -1.82293, 0.27658)
H (-2.57354, 0.07372, 8.04364)
H (-0.39558, -0.31067, 6.93984)
H (-2.56318, 2.18093, 4.95618)
H (4.24266, 1.35585, 2.35820)
H (2.08121, 1.63940, -1.27762)
H (0.74277, 2.36730, -7.01346)
H (5.78357, -0.60771, 2.35882)
H (-0.37630, 2.59835, 1.18645)
H (-5.61855, -0.65405, 4.09171)
H (1.17291, -2.03098, -1.19606)
H (-0.31446, -1.17150, 4.54107)
H (-1.33366, 1.76340, -5.74620)
H (2.79670, -0.88408, -5.15989)
H (-2.02635, 0.38177, -0.80248)

Summary:
HOMO level (spin up / spin down) (hartree): -0.200 / -0.200
Energy relative to the best compared isomer or geometry (same formula, charge and spin) (kcal per mole): 4.7
LUMO (spin up / spin down) (eV): -0.59 / -0.60
Molar mass (g/mol): 869.004
Frontier orbital gap (spin up / spin down) (eV): 4.8479 / 4.8459
Net charge: 0

---

> molar mass of number 4 (C39H34ClHgN3SSi2)?

869.004 g/mol

---

> net charge of number 2 (C27H32O12P2S)?

0

---

> Among the records above, which one has the highest molar mass?

C35H32AsBrIrN5O4